Below is 5 unconnected molecules or ions with the total composition C27H54BBr2FN6O5P2S, with properties calculated with wB97M-V/def2-TZVPD.

Summary:
Orbital gap in eV: 8.5
Lowest unoccupied orbital energy in hartree: 0.016
Charge: 0
Multiplicity: 1
SMILES: CB(O)[C@@](NS)(P(O)Br)[C@](CN)(COO)O[C@@](Br)(CCCF)P(C)C.CCCC#N.CCCC#N.CCCC#N.CCCC#N
HOMO energy in eV: -8.0
Relative energy (zero: lowest compared OMol25 entry of this formula, charge and spin) in kcal per mole: 0.0
Max |F| in eV/Å: 0.9

Last column: Löwdin charge in e.
Element x y z (Å)
C 4.9193 -1.4432 -1.6432  -0.0413
B 4.0058 -0.7029 -0.6020  -0.6814
O 2.7232 -1.1138 -0.4244  0.1071
C 4.4540 0.6012 0.2572  -0.5066
N 4.0126 0.4368 1.6473  -0.3808
S 4.1794 -1.1191 2.3723  0.7370
P 6.3002 0.9957 0.0954  0.6890
O 6.5794 1.8353 1.4789  -0.3832
Br 7.2515 -0.9347 0.7839  0.3506
C 3.6393 1.8283 -0.3548  -0.3905
C 3.9714 1.8722 -1.8518  -0.2192
N 3.5600 3.0812 -2.5689  0.0534
C 4.0088 3.1371 0.3492  -0.1407
O 5.2553 3.5679 -0.1588  -0.1907
O 5.7501 4.5309 0.7922  0.0006
O 2.2862 1.5560 0.0445  -0.2122
C 1.0654 1.7996 -0.6080  -0.7981
Br -0.1617 1.0638 0.8204  0.8489
C 0.6864 3.2719 -0.7352  -0.2451
C -0.8211 3.5694 -0.8072  -0.2205
C -1.4537 4.0296 0.5009  -0.2298
F -2.2214 5.1718 0.2722  -0.0760
P 0.8308 0.7658 -2.2010  0.9507
C 0.1439 1.8994 -3.4654  -0.2853
C -0.5056 -0.4296 -1.9069  -0.3466
H 5.6746 -0.8109 -2.1209  0.0576
H 5.4536 -2.2445 -1.1246  0.0289
H 4.3123 -1.8892 -2.4361  0.0671
H 2.5671 -1.9686 -0.8517  0.1136
H 4.4739 1.0948 2.2618  0.0381
H 2.9066 -1.2087 2.7827  -0.1256
H 6.6292 1.2641 2.2583  0.0347
H 5.0562 1.7509 -1.9296  0.0830
H 3.5312 0.9976 -2.3346  0.0779
H 4.3072 3.4023 -3.1687  0.0808
H 3.3465 3.8411 -1.9384  0.0572
H 3.2294 3.8832 0.1690  0.1197
H 4.0714 2.9930 1.4287  0.1318
H 6.6847 4.2759 0.8036  0.0968
H 1.1038 3.8195 0.1142  0.1083
H 1.1459 3.6411 -1.6531  0.0918
H -0.9609 4.4006 -1.5053  0.1204
H -1.3744 2.7249 -1.2144  0.0848
H -2.1099 3.2747 0.9331  0.0861
H -0.6993 4.2813 1.2493  0.1111
H -0.1833 1.2574 -4.2879  0.0411
H -0.6881 2.5403 -3.1857  0.0240
H 0.9712 2.5120 -3.8229  0.0243
H -0.1871 -1.1286 -1.1337  0.0071
H -1.4824 -0.0166 -1.6485  0.0288
H -0.5931 -0.9891 -2.8431  0.0400
C -5.3491 5.7575 0.1814  -0.1116
C -6.1411 6.9760 0.6363  -0.2598
C -7.5089 6.6156 1.2286  -0.1975
C -8.3630 5.9299 0.2600  -0.2447
N -9.0153 5.3928 -0.5179  0.1412
H -5.8756 5.2234 -0.6115  0.0734
H -4.3750 6.0510 -0.2019  0.0560
H -5.1856 5.0636 1.0081  0.0779
H -6.2859 7.6599 -0.2021  0.1109
H -5.5778 7.5202 1.3963  0.1073
H -8.0358 7.5102 1.5637  0.1150
H -7.3870 5.9605 2.0936  0.1187
C -2.9723 -0.5169 2.3878  -0.1306
C -4.0560 -1.5709 2.2056  -0.2546
C -3.5032 -2.9976 2.2986  -0.1950
C -2.5001 -3.2508 1.2643  -0.2387
N -1.7326 -3.4499 0.4323  0.1477
H -2.2176 -0.6018 1.6056  0.0001
H -3.3947 0.4870 2.3335  0.0712
H -2.4739 -0.6202 3.3540  0.0812
H -4.5389 -1.4417 1.2350  0.1106
H -4.8327 -1.4566 2.9626  0.1083
H -4.3090 -3.7194 2.1738  0.0646
H -3.0445 -3.1687 3.2743  0.1230
C 5.3480 -4.9994 1.3365  -0.1063
C 5.7195 -6.1253 0.3785  -0.2552
C 5.8253 -5.6460 -1.0742  -0.1859
C 4.5616 -5.0939 -1.5559  -0.2344
N 3.5804 -4.6357 -1.9376  0.1645
H 4.3674 -4.5848 1.0976  0.0699
H 5.3134 -5.3629 2.3632  0.0747
H 6.0763 -4.1866 1.2925  0.0614
H 4.9811 -6.9266 0.4387  0.1115
H 6.6809 -6.5555 0.6635  0.1075
H 6.1142 -6.4598 -1.7405  0.1181
H 6.5836 -4.8639 -1.1577  0.1192
C -5.6358 -5.0802 -1.0605  -0.1029
C -5.7516 -6.3796 -0.2743  -0.2560
C -6.9001 -6.3620 0.7443  -0.1866
C -6.7225 -5.2995 1.7312  -0.2238
N -6.5834 -4.4379 2.4781  0.1580
H -5.4182 -4.2369 -0.4031  0.0606
H -4.8298 -5.1432 -1.7902  0.0763
H -6.5611 -4.8604 -1.5966  0.0780
H -4.8145 -6.5799 0.2485  0.1110
H -5.9193 -7.2144 -0.9562  0.1074
H -6.9616 -7.3117 1.2771  0.1177
H -7.8567 -6.1992 0.2441  0.1219

Forces on atoms 1 to 3 (eV/Å):
0.0 0.1 -0.2
-0.1 0.0 -0.2
0.2 -0.3 0.2